134
Properties=species:S:1:pos:R:3 method="wB97M-V/def2-TZVPD" max_force_ev_per_a=2.38 charge=0 homo_energy_ev=-9.2
C 3.617 -1.717 2.257
C 3.346 -0.703 1.150
C 4.340 -0.895 -0.006
C 4.114 -2.066 -0.978
C 5.512 -2.391 -1.562
C 3.084 -2.091 -2.157
C 1.913 -3.115 -2.001
C 2.369 -4.553 -1.779
C 3.387 -5.077 -2.783
F 2.824 -4.824 -0.487
C 0.724 -2.682 -1.106
C -0.499 -3.496 -1.589
C -1.881 -2.950 -1.256
O -2.428 -2.238 -2.371
C -3.769 -2.470 -2.555
C -4.712 -2.327 -1.395
O -4.171 -2.805 -3.660
C 0.975 -2.850 0.418
P 0.175 -4.205 1.315
O 0.357 -5.554 0.802
O -1.388 -3.901 1.529
O 0.813 -4.103 2.787
O 0.377 -1.261 -1.260
S 0.722 -0.589 -2.658
O 0.130 -1.350 -3.711
O 0.342 0.784 -2.685
C 2.521 -0.800 -2.838
C 3.356 0.447 -2.811
Br 4.680 0.409 -4.211
C 3.299 1.506 -2.015
C 2.390 1.591 -0.855
Br 4.437 3.002 -2.205
H 3.720 -2.726 1.857
H 2.805 -1.768 2.981
H 4.537 -1.491 2.788
H 3.561 0.270 1.586
H 2.306 -0.689 0.855
H 4.652 0.029 -0.476
H 5.250 -1.186 0.523
H 3.915 -2.919 -0.336
H 5.881 -1.554 -2.147
H 5.434 -3.282 -2.176
H 6.185 -2.626 -0.744
H 3.649 -2.544 -2.964
H 1.492 -3.160 -3.005
H 1.482 -5.173 -1.912
H 3.158 -6.101 -3.054
H 3.411 -4.482 -3.692
H 4.376 -5.067 -2.335
H -0.415 -4.526 -1.261
H -0.485 -3.545 -2.675
H -2.504 -3.815 -1.042
H -1.892 -2.358 -0.344
H -5.732 -2.229 -1.726
H -4.651 -3.245 -0.809
H -4.418 -1.528 -0.721
H 0.702 -1.926 0.927
H 2.037 -2.971 0.572
H -1.493 -2.985 1.837
H 0.738 -3.196 3.122
H 2.494 -1.038 -3.899
H 2.945 1.890 0.028
H 1.650 2.370 -1.024
H 1.858 0.683 -0.632
O -7.098 -0.649 -0.254
C -8.028 -1.384 -0.164
O -8.376 -2.291 -1.101
C -9.452 -3.080 -0.576
C -10.032 -2.155 0.470
F -10.533 -2.835 1.528
O -8.886 -1.421 0.887
H -9.052 -3.991 -0.131
H -10.159 -3.341 -1.358
H -10.787 -1.463 0.097
O 1.009 1.698 1.661
C 0.063 2.391 1.477
O -1.085 1.986 0.905
C -2.030 3.065 1.013
C -1.120 4.261 1.154
F -1.664 5.230 1.926
O -0.001 3.705 1.826
H -2.650 2.922 1.897
H -2.664 3.111 0.134
H -0.794 4.701 0.210
O 7.863 1.734 -2.515
C 8.104 2.733 -3.105
O 8.265 3.946 -2.525
C 8.679 4.868 -3.543
C 8.172 4.193 -4.798
F 8.972 4.432 -5.862
O 8.248 2.819 -4.452
H 9.767 4.947 -3.543
H 8.246 5.850 -3.376
H 7.143 4.440 -5.062
O 12.369 -0.222 1.098
C 11.455 0.480 0.830
O 10.304 0.070 0.248
C 9.397 1.182 0.218
C 10.344 2.353 0.300
F 9.806 3.406 0.964
O 11.420 1.828 1.055
H 8.739 1.138 1.088
H 8.800 1.180 -0.691
H 10.719 2.699 -0.666
O -4.622 3.934 3.009
C -5.346 3.712 2.099
O -5.093 2.811 1.117
C -6.261 2.736 0.287
C -6.929 4.060 0.554
F -8.280 3.938 0.491
O -6.546 4.328 1.891
H -6.879 1.905 0.617
H -5.990 2.589 -0.755
H -6.605 4.879 -0.089
O -1.413 -0.951 3.919
C -0.941 -0.155 4.662
O -1.532 1.006 5.023
C -0.713 1.626 6.022
C 0.637 1.002 5.748
F 1.367 0.852 6.877
O 0.280 -0.278 5.248
H -1.084 1.362 7.013
H -0.718 2.706 5.911
H 1.236 1.525 5.001
O -12.094 0.454 0.674
C -11.857 1.505 1.170
O -10.616 2.016 1.321
C -10.734 3.347 1.837
C -12.098 3.299 2.488
F -12.734 4.492 2.427
O -12.788 2.356 1.680
H -10.698 4.063 1.017
H -9.927 3.561 2.531
H -12.097 2.949 3.521